(1)
The following is a DFT calculation (ωB97M-V/def2-TZVPD) of C5H6O2 in the gas phase.

Computed properties:
- energy above the lowest of the compared OMol25 structures with the same formula, charge and spin (kcal/mol) = 84.51
- E_LUMO (eV) = 0.79
- charge = 0
- E_tot (Ha) = -344.46724

Geometry (Å):
C -1.335 -1.302 -0.046
C -0.365 -0.363 0.635
O 1.037 -0.697 -0.175
C 1.742 0.259 -0.625
O 1.535 1.492 -0.533
C -0.690 1.033 0.656
C 0.085 1.939 0.187
H -1.566 -0.957 -1.057
H -2.263 -1.311 0.533
H -0.933 -2.318 -0.091
H -0.061 -0.734 1.616
H 2.648 -0.048 -1.165
H 0.166 3.006 0.066


(2)
The following is a DFT calculation (ωB97M-V/def2-TZVPD) of C5H6O2 in the gas phase.

Computed properties:
- energy above the lowest of the compared OMol25 structures with the same formula, charge and spin (kcal/mol) = 43.72
- E_LUMO (eV) = 0.96
- charge = 0
- E_tot (Ha) = -344.53224

Geometry (Å):
C -0.921 2.451 0.120
C -0.586 1.299 0.217
C -0.127 -0.091 0.277
C -1.240 -1.104 0.050
O 0.844 -0.228 -0.789
C 2.118 -0.452 -0.452
O 2.530 -0.757 0.643
H -1.196 3.479 0.021
H 0.376 -0.278 1.231
H -1.654 -0.991 -0.957
H -2.041 -0.947 0.780
H -0.853 -2.120 0.170
H 2.746 -0.313 -1.343


(3)
The following is a DFT calculation (ωB97M-V/def2-TZVPD) of C5H6O2 in the gas phase.

Computed properties:
- energy above the lowest of the compared OMol25 structures with the same formula, charge and spin (kcal/mol) = 50.67
- E_LUMO (eV) = -0.04
- charge = 0
- E_tot (Ha) = -344.52117

Geometry (Å):
C 2.796 0.577 0.365
C 1.806 0.059 -0.085
C 0.595 -0.619 -0.523
O 0.540 -1.270 -1.548
C -0.630 -0.484 0.375
C -1.284 0.888 0.141
O -1.515 -1.535 0.103
H 3.680 1.029 0.764
H -0.297 -0.564 1.418
H -1.915 1.158 0.991
H -1.915 0.825 -0.750
H -0.544 1.682 -0.010
H -1.288 -1.835 -0.794


(4)
The following is a DFT calculation (ωB97M-V/def2-TZVPD) of C5H6O2 in the gas phase.

Computed properties:
- energy above the lowest of the compared OMol25 structures with the same formula, charge and spin (kcal/mol) = 125.38
- E_LUMO (alpha / beta) (eV) = -0.27 / -0.27
- charge = 0
- E_tot (Ha) = -344.40211

Geometry (Å):
O 0.552 2.269 -0.578
C 0.550 1.237 0.370
C -0.069 -0.042 -0.137
C 0.379 -0.587 -1.390
O 1.204 -0.020 -2.096
C -0.668 -0.907 0.723
C -1.335 -1.653 1.482
H 1.006 1.890 -1.349
H 1.574 0.965 0.670
H 0.032 1.600 1.264
H -1.877 -0.706 0.498
H -0.026 -1.582 -1.675
H -1.322 -2.464 2.220


(5)
The following is a DFT calculation (ωB97M-V/def2-TZVPD) of C5H6O2S in the gas phase.

Computed properties:
- energy above the lowest of the compared OMol25 structures with the same formula, charge and spin (kcal/mol) = 42.45
- E_LUMO (eV) = 0.67
- charge = 0
- E_tot (Ha) = -742.71724

Geometry (Å):
S 1.001 -2.502 1.088
C 0.441 -1.206 0.357
O -0.756 -0.679 0.552
C -1.084 0.653 0.041
C -0.238 1.735 0.581
C 0.458 2.258 -0.429
C 0.060 1.685 -1.808
O -1.013 0.746 -1.336
H 1.091 -0.639 -0.277
H -2.152 0.812 0.266
H -0.175 1.917 1.616
H 1.258 2.982 -0.338
H -0.565 2.462 -2.402
H 0.856 1.213 -2.440


(6)
The following is a DFT calculation (ωB97M-V/def2-TZVPD) of C5H6O2S in the gas phase.

Computed properties:
- energy above the lowest of the compared OMol25 structures with the same formula, charge and spin (kcal/mol) = 37.56
- E_LUMO (eV) = 0.25
- charge = 0
- E_tot (Ha) = -742.72504

Geometry (Å):
O 1.299 2.180 0.087
C 0.732 1.070 0.019
C 0.438 -0.079 1.032
C -1.149 -0.017 1.144
S -1.692 0.714 -0.432
C 0.039 0.502 -1.087
C 0.465 -0.980 -1.095
O 0.753 -1.292 0.218
H 0.993 -0.113 1.924
H -1.371 0.627 1.976
H -1.546 -0.994 1.433
H 0.119 0.904 -2.003
H -0.471 -1.566 -1.475
H 1.391 -0.956 -1.740


Number 1: largest force on an atom 0.38 eV/A. Number 2: largest force on an atom 1.01 eV/A. Number 3: largest force on an atom 0.60 eV/A. Number 4: largest force on an atom 2.40 eV/A. Number 5: largest force on an atom 2.79 eV/A. Number 6: largest force on an atom 4.28 eV/A.